Molecular formula: C4H3IO2
Method: DFT, the ωB97M-V functional and the def2-TZVPD basis

Cartesian coordinates (Å):
C: -0.6980 0.1462 -0.9947
C: 0.7192 0.1768 -0.9919
C: -1.6727 -0.4215 -0.1693
C: 1.6167 -0.4107 1.1439
O: 1.6382 0.1438 -0.0345
O: -1.8547 -0.1018 1.0771
I: 2.8081 0.8176 2.4603
H: -1.0014 0.0492 -1.9772
H: 1.0587 0.0970 -1.9836
H: -2.6140 -0.4966 1.4699

Energy above the lowest of the compared OMol25 structures with the same formula, charge and spin in eV: 6.0480
Strongest force on any atom in eV Å⁻¹: 4.91
Total energy in eV: -16384.86345
Spin multiplicity: 1
Gap between HOMO and LUMO (alpha / beta) in eV: 7.22 / 7.21